A structure of composition C34H27Br2Cl2CoF7N5O8S3 in a non-equilibrium geometry. Source: the Open Molecules 2025 dataset; level of theory: ωB97M-V/def2-TZVPD.

```
! RIJCOSX wB97M-V def2-TZVPD def2/J DEFGRID3
* xyz -1 2
Co -1.61 0.89 -1.32
C -3.39 1.21 -4.22
C -3.64 2.18 -3.11
C -4.71 3.11 -3.21
C -4.88 4.08 -2.27
C -3.95 4.21 -1.22
C -3.94 5.23 -0.23
Br -5.30 6.56 -0.23
C -2.96 5.28 0.71
C -1.93 4.33 0.73
Br -0.57 4.44 2.05
C -1.86 3.30 -0.20
O -0.92 2.42 -0.27
C -2.93 3.25 -1.17
N -2.84 2.22 -2.07
H -4.05 1.43 -5.06
H -3.58 0.19 -3.90
H -2.35 1.27 -4.52
H -5.39 3.02 -4.04
H -5.71 4.78 -2.34
H -2.96 6.06 1.46
C 0.67 -1.41 5.54
C 0.66 -0.02 4.94
N 0.46 -0.04 3.49
C -0.79 0.19 3.01
C -1.14 0.17 1.70
C -2.59 0.49 1.37
O -3.37 0.51 2.32
O -2.89 0.71 0.16
C -0.15 -0.18 0.74
O -0.33 -0.28 -0.49
C 1.20 -0.43 1.25
C 2.23 -0.69 0.34
C 3.50 -0.86 0.80
F 4.51 -1.05 -0.08
C 3.81 -0.82 2.16
C 2.79 -0.56 3.06
C 1.48 -0.34 2.62
N 5.14 -0.98 2.66
C 5.85 0.27 2.86
C 7.02 0.04 3.80
N 7.89 -1.05 3.26
C 7.12 -2.31 2.98
C 5.98 -1.98 2.04
H 0.84 -1.36 6.62
H 1.45 -2.04 5.10
H -0.29 -1.90 5.38
H 1.58 0.52 5.16
H -0.15 0.57 5.36
H -1.57 0.42 3.73
H 2.00 -0.71 -0.72
H 3.05 -0.56 4.11
H 5.19 1.00 3.31
H 6.22 0.69 1.91
H 6.67 -0.30 4.78
H 7.64 0.92 3.92
H 8.68 -1.25 3.91
H 8.34 -0.73 2.38
H 6.76 -2.68 3.93
H 7.82 -3.03 2.55
H 5.39 -2.89 1.86
H 6.38 -1.66 1.07
Cl -0.77 -1.78 -3.35
C 0.87 -1.23 -3.26
C 1.86 -2.20 -3.35
C 3.20 -1.83 -3.34
C 3.52 -0.48 -3.24
C 2.52 0.46 -3.13
Cl 3.03 2.12 -2.96
C 1.14 0.14 -3.12
S -0.05 1.40 -2.94
H 1.57 -3.23 -3.45
H 3.97 -2.58 -3.42
H 4.55 -0.16 -3.23
F -3.57 -2.45 0.30
C -4.64 -2.55 -0.50
F -5.64 -1.87 0.04
F -4.97 -3.84 -0.57
S -4.19 -1.88 -2.19
O -3.24 -0.85 -1.88
O -3.74 -3.03 -2.93
N -5.48 -1.18 -2.76
S -6.70 -1.99 -3.36
O -7.01 -3.20 -2.66
O -7.74 -1.06 -3.67
C -6.12 -2.55 -5.05
F -5.16 -1.76 -5.52
F -7.15 -2.51 -5.90
F -5.66 -3.80 -5.03
*
```

The total energy is -11532.4379 hartree. As for the HOMO energy (spin up / spin down): -3.9 / -3.8 eV. The expectation value of S² is 0.76. As for the energy above the lowest of the compared OMol25 structures with the same formula, charge and spin: 1.669 eV.